{
  "formula": "CH44BO20S",
  "method": "ωB97M-V/def2-TZVPD",
  "species": ["C", "B", "O", "S", "H", "H", "H", "H", "H", "H", "O", "H", "H", "O", "H", "H", "O", "H", "H", "O", "H", "H", "O", "H", "H", "O", "H", "H", "O", "H", "H", "O", "H", "H", "O", "H", "H", "O", "H", "H", "O", "H", "H", "O", "H", "H", "O", "H", "H", "O", "H", "H", "O", "H", "H", "O", "H", "H", "O", "H", "H", "O", "H", "H", "O", "H", "H"],
  "positions_angstrom": [[1.508, -0.939, -1.341], [0.085, -0.283, -1.526], [-0.196, 0.961, -2.047], [-1.391, -1.380, -1.004], [1.542, -1.852, -1.972], [1.540, -1.313, -0.300], [2.342, -0.276, -1.590], [0.364, 1.657, -1.655], [-2.509, -0.605, -1.177], [-1.383, -2.363, -1.976], [-2.866, 0.925, -3.969], [-2.843, -0.020, -4.171], [-2.188, 1.045, -3.295], [-0.456, 3.066, -0.433], [-0.758, 3.782, 0.141], [-1.147, 2.398, -0.350], [-2.908, -1.638, -5.705], [-3.856, -1.738, -5.838], [-2.546, -2.499, -5.935], [-2.038, 3.373, 2.050], [-2.297, 3.655, 2.932], [-2.505, 2.537, 1.931], [0.291, -3.549, 1.470], [0.366, -3.262, 2.392], [0.158, -2.735, 0.990], [3.397, 0.304, -3.932], [3.897, 1.128, -3.997], [2.480, 0.586, -3.984], [-2.516, 1.081, 3.861], [-1.890, 0.808, 4.540], [-3.174, 0.380, 3.850], [3.424, 1.411, -0.015], [3.922, 2.235, -0.065], [2.505, 1.692, -0.061], [-4.775, 4.783, 0.965], [-4.442, 5.180, 0.157], [-4.111, 4.126, 1.200], [5.656, 0.238, -2.000], [5.826, -0.447, -1.350], [4.801, -0.003, -2.379], [-5.201, 1.913, 3.256], [-5.089, 2.183, 4.172], [-5.374, 2.736, 2.787], [-1.966, -3.041, 3.449], [-2.910, -3.171, 3.333], [-1.584, -3.899, 3.238], [1.098, -3.501, -3.902], [1.460, -3.124, -4.710], [1.737, -4.177, -3.654], [1.256, 0.588, 2.005], [1.980, 0.237, 1.475], [1.304, 1.539, 1.868], [2.072, -2.707, 3.950], [2.816, -3.082, 3.451], [2.130, -1.761, 3.783], [0.946, 3.054, -4.276], [0.729, 2.287, -3.744], [0.140, 3.580, -4.276], [-3.326, 2.417, -0.871], [-3.552, 1.798, -1.576], [-2.920, 3.160, -1.331], [4.531, -2.974, 2.440], [5.261, -3.363, 1.950], [4.612, -2.030, 2.274], [2.689, -4.063, 6.868], [2.742, -3.518, 6.076], [3.110, -3.534, 7.550]],
  "gap_ev": 8.1,
  "mol_weight_g_mol": 419.22,
  "max_force_ha_per_bohr": 0.050,
  "total_charge": 1,
  "e_homo_ev": -12.464
}

{
  "formula": "C2H4N2S",
  "method": "ωB97M-V/def2-TZVPD",
  "species": ["C", "C", "N", "N", "S", "H", "H", "H", "H"],
  "positions_angstrom": [[-0.137, 0.393, 0.820], [0.579, -1.919, -0.982], [-0.356, 1.573, 0.155], [0.369, -0.916, -0.319], [0.808, -3.189, -1.752], [-1.151, -0.059, 0.978], [-1.288, 1.711, -0.200], [0.423, 1.995, -0.211], [0.754, 0.411, 1.511]],
  "gap_ev": 8.9,
  "mol_weight_g_mol": 88.14,
  "relative_energy_ev": 1.422,
  "max_force_ha_per_bohr": 0.167,
  "smiles": "NCN=C=S",
  "e_homo_ev": -8.366
}

{
  "formula": "C32H16AuF9N4O4P",
  "method": "ωB97M-V/def2-TZVPD",
  "species": ["Au", "O", "C", "O", "C", "C", "C", "C", "C", "N", "C", "O", "O", "H", "H", "H", "H", "N", "C", "C", "C", "N", "C", "N", "F", "C", "F", "F", "C", "C", "C", "C", "C", "C", "P", "C", "C", "C", "C", "C", "C", "C", "F", "F", "F", "C", "C", "C", "C", "C", "C", "C", "F", "F", "F", "H", "H", "H", "H", "H", "H", "H", "H", "H", "H", "H", "H"],
  "positions_angstrom": [[1.113, 1.309, -0.063], [5.721, 1.856, -0.410], [4.440, 1.932, -0.757], [3.880, 1.204, -1.529], [3.747, 3.099, -0.108], [4.413, 4.259, 0.238], [3.674, 5.367, 0.639], [2.292, 5.296, 0.650], [1.697, 4.095, 0.311], [2.415, 3.022, -0.025], [0.192, 3.949, 0.220], [-0.539, 4.868, 0.439], [-0.235, 2.761, -0.210], [6.134, 1.128, -0.901], [5.491, 4.292, 0.169], [4.178, 6.284, 0.912], [1.660, 6.135, 0.906], [2.477, -0.044, 0.486], [2.672, -1.206, 0.510], [2.913, -2.529, 0.637], [2.307, -3.180, 1.750], [1.765, -3.619, 2.665], [3.645, -3.223, -0.367], [4.241, -3.756, -1.193], [-0.080, -6.418, -2.329], [1.003, -5.659, -2.097], [1.746, -6.289, -1.178], [1.706, -5.591, -3.228], [0.592, -4.291, -1.600], [0.988, -3.143, -2.272], [0.622, -1.908, -1.772], [-0.135, -1.826, -0.601], [-0.549, -2.981, 0.056], [-0.178, -4.217, -0.449], [-0.634, -0.193, -0.067], [-1.231, -0.160, 1.616], [-2.231, 0.748, 1.971], [-2.611, 0.855, 3.296], [-1.988, 0.070, 4.258], [-0.980, -0.818, 3.915], [-0.591, -0.929, 2.591], [-2.448, 0.187, 5.693], [-1.573, -0.358, 6.543], [-3.625, -0.433, 5.860], [-2.616, 1.471, 6.039], [-1.910, 0.344, -1.210], [-3.160, -0.260, -1.068], [-4.162, 0.011, -1.984], [-3.906, 0.873, -3.039], [-2.661, 1.465, -3.191], [-1.657, 1.202, -2.276], [-4.973, 1.160, -4.069], [-5.020, 2.467, -4.362], [-4.717, 0.501, -5.209], [-6.186, 0.789, -3.647], [1.594, -3.218, -3.163], [0.942, -1.009, -2.289], [-1.146, -2.933, 0.956], [-0.477, -5.122, 0.063], [-2.701, 1.373, 1.223], [-3.384, 1.555, 3.584], [-0.496, -1.419, 4.672], [0.202, -1.620, 2.336], [-3.357, -0.941, -0.249], [-5.136, -0.445, -1.877], [-2.478, 2.138, -4.018], [-0.694, 1.679, -2.392]],
  "gap_ev": [6.6, 6.6],
  "mol_weight_g_mol": 919.43,
  "relative_energy_ev": 0.000,
  "max_force_ha_per_bohr": 0.004,
  "total_charge": 1,
  "e_homo_ev": [-11.859, -11.859]
}